Entry 1:
Formula: C20H46O3OsP4Se
Source: the OMol25 dataset
Level of theory: ωB97M-V/def2-TZVPD

Its spin multiplicity is 5. Its HOMO energy (alpha / beta) is -19.06 / -20.65 eV. The molar mass is 727.671 g mol⁻¹. As for the expectation value of S²: 6.0372. For the gap between HOMO and LUMO (alpha / beta), the calculation gives 6.366 / 4.883 eV. The total charge is +4.

Geometry (Å):
Os: 0.1062 -0.6079 0.0390
P: 0.1014 -2.4605 -1.4338
P: 2.2484 -0.2166 -0.4910
P: -2.1984 -0.6403 -0.0452
H: 0.3126 6.7088 0.6262
C: -0.4059 6.6137 1.5061
C: -0.2366 5.4911 2.3177
H: 0.5948 4.8084 2.2711
C: -0.1024 -2.2107 -3.2271
C: 1.6018 -3.4734 -1.4162
C: -1.1128 -3.7900 -1.0893
C: 2.6659 1.4490 0.0801
C: 3.6102 -1.1946 0.2494
C: 2.8715 -0.2340 -2.2142
C: -2.7574 0.9415 0.5853
C: -3.1071 -1.8645 0.9350
C: -3.0022 -0.7571 -1.6632
H: -1.1505 7.4738 1.5206
H: -1.0687 5.1861 2.9856
H: -0.0346 -3.1828 -3.7262
H: 0.6885 -1.5647 -3.6136
H: -1.0678 -1.7599 -3.4589
H: 1.3922 -4.3941 -1.9645
H: 1.8583 -3.7257 -0.3881
H: 2.4395 -2.9748 -1.8961
H: -0.7830 -4.6869 -1.6318
H: -2.1219 -3.5326 -1.4274
H: -1.1274 -4.0240 -0.0172
H: 3.7242 1.6254 -0.1301
H: 2.4859 1.5120 1.1572
H: 2.0539 2.1897 -0.4387
H: 4.5466 -0.7485 -0.0970
H: 3.5731 -2.2355 -0.0719
H: 3.5623 -1.1469 1.3377
H: 3.9485 -0.0373 -2.1911
H: 2.3656 0.5567 -2.7820
H: 2.7002 -1.1905 -2.7112
H: -3.8488 0.9083 0.6017
H: -2.4070 1.7362 -0.0754
H: -2.3603 1.0909 1.5926
H: -4.1603 -1.5728 0.8588
H: -2.7800 -1.8373 1.9772
H: -2.9834 -2.8753 0.5403
H: -4.0756 -0.6797 -1.4696
H: -2.7993 -1.7001 -2.1721
H: -2.6607 0.0780 -2.2798
C: -0.5625 2.9263 -2.3673
C: -0.3880 3.5011 -1.0951
C: -0.7894 4.8120 -0.9524
C: -1.3917 5.6286 -1.9293
C: -1.5928 5.0254 -3.1847
C: -1.2168 3.7031 -3.3505
Se: -0.0439 1.3022 -2.9353
H: 0.0236 0.6757 -1.1495
H: 0.0314 2.9218 -0.2710
H: -0.6156 5.2030 0.0320
H: -1.7079 6.6644 -1.7318
H: -2.0431 5.5546 -4.0261
H: -1.4096 3.2159 -4.2940
C: 2.3145 -3.5251 2.8146
O: 1.5752 -3.0032 1.6660
P: 0.5374 -1.7343 1.9173
O: -0.6958 -2.2991 2.8030
C: -0.8923 -3.7263 3.0046
O: 1.3623 -0.8814 3.0159
C: 0.5861 -0.1078 3.9530
H: 3.2179 -2.9235 2.9797
H: 2.5652 -4.5519 2.5269
H: 1.6792 -3.5154 3.7135
H: -0.5267 -4.3604 2.1784
H: -0.3914 -3.9931 3.9434
H: -1.9736 -3.8533 3.0727
H: -0.2933 0.4124 3.5439
H: 0.2448 -0.7592 4.7658
H: 1.2973 0.6373 4.2974

Calculated atomic charges, method Mulliken, unit e:
1 Os 1.7569
2 P 0.7603
3 P 0.2870
4 P 0.5384
5 H 0.3799
6 C -0.1077
7 C -0.2876
8 H 0.3694
9 C -1.4763
10 C -1.3581
11 C -1.2122
12 C -1.1257
13 C -1.3085
14 C -1.0121
15 C -1.2325
16 C -1.2442
17 C -1.0692
18 H 0.3386
19 H 0.3204
20 H 0.5463
21 H 0.3694
22 H 0.3587
23 H 0.6884
24 H 0.0540
25 H 0.4686
26 H 0.6229
27 H 0.4312
28 H 0.0875
29 H 0.5538
30 H 0.3315
31 H 0.2377
32 H 0.6948
33 H 0.3627
34 H 0.2768
35 H 0.5784
36 H 0.2521
37 H 0.2462
38 H 0.5607
39 H 0.2605
40 H 0.3462
41 H 0.6194
42 H 0.2698
43 H 0.4099
44 H 0.5924
45 H 0.2937
46 H 0.2080
47 C 0.8078
48 C 0.0717
49 C 0.5542
50 C -0.3757
51 C -0.8569
52 C -0.8357
53 Se 0.5210
54 H -0.5635
55 H 0.2322
56 H -0.6882
57 H 0.4398
58 H 0.4503
59 H 0.4377
60 C -0.7725
61 O -0.0236
62 P -0.2212
63 O -0.2705
64 C -0.8754
65 O -0.1642
66 C -0.7086
67 H 0.3045
68 H 0.2699
69 H 0.3030
70 H 0.3686
71 H 0.3692
72 H 0.3170
73 H 0.2794
74 H 0.3093
75 H 0.2819

***

Entry 2:
Formula: C20H47BrF2N3O8S2
Source: the OMol25 dataset
Level of theory: ωB97M-V/def2-TZVPD

Its HOMO energy is -4.52 eV. The molar mass is 639.643 g mol⁻¹. For the gap between HOMO and LUMO, the calculation gives 4.369 eV. The total charge is -1.

Geometry (Å):
O: -3.2242 1.3199 1.2444
H: -3.3037 2.0788 0.6619
H: -3.8777 1.4110 1.9418
H: -3.3686 0.4900 0.7841
Br: -6.8422 2.4101 4.9591
N: -4.0388 4.3906 -2.1257
S: -4.4070 4.1544 -3.7148
O: -3.6581 4.9769 -4.6563
O: -5.7276 3.7693 -4.1225
F: -3.7166 2.7064 -3.8755
S: -5.1210 5.4352 -2.0525
O: -6.4752 4.8595 -2.0094
O: -4.8607 6.7593 -2.6248
F: -4.9999 5.8314 -0.4902
C: 2.0373 5.8718 -3.5853
C: 1.3011 6.6591 -2.5283
O: 1.0002 5.8295 -1.4778
H: 3.0643 5.6172 -3.3233
H: 2.0253 6.5935 -4.4020
H: 1.4554 4.9859 -3.8395
H: 0.3666 7.0758 -2.9039
H: 1.9508 7.4794 -2.2230
H: 0.1189 5.4805 -1.6292
C: -2.9858 -3.6402 2.6982
C: -3.9090 -4.6458 1.9174
C: -4.9614 -5.1204 2.9528
C: -6.2358 -5.7582 2.3766
C: -6.8369 -4.7177 1.4028
C: -5.8669 -4.3189 0.2044
N: -4.5283 -3.9753 0.7810
O: -3.6222 -3.4445 -0.1341
C: -5.8308 -5.5422 -0.7219
C: -6.6042 -3.1169 -0.4937
C: -3.1745 -5.8549 1.4343
H: -2.5054 -4.1046 3.5594
H: -3.5420 -2.7536 3.0026
H: -2.1455 -3.2892 2.0992
H: -4.5275 -5.7778 3.7062
H: -5.2796 -4.2116 3.4635
H: -6.8978 -6.1358 3.1558
H: -5.8461 -6.6669 1.9177
H: -7.1387 -3.8300 1.9587
H: -7.8082 -5.0696 1.0550
H: -5.5389 -6.4768 -0.2429
H: -6.7919 -5.7185 -1.2049
H: -5.2070 -5.4376 -1.6095
H: -6.2141 -2.8980 -1.4876
H: -7.6045 -3.4868 -0.7189
H: -6.7655 -2.2361 0.1278
H: -2.7011 -5.7274 0.4608
H: -3.8085 -6.7385 1.3609
H: -2.4288 -6.0421 2.2070
H: -3.3460 -4.1931 -0.6680
C: 4.1499 0.5251 -0.4873
C: 5.5186 0.5271 0.1231
C: 6.3804 -0.2535 -0.8707
C: 7.9220 -0.1755 -0.7495
C: 8.4877 1.2471 -0.6305
C: 7.6458 2.0840 0.3540
N: 6.1426 1.8675 0.1652
O: 5.3714 2.7415 0.9735
C: 8.0979 1.7558 1.8454
C: 8.0054 3.5534 0.1033
C: 5.3766 -0.0847 1.5428
H: 3.7615 -0.4919 -0.5418
H: 3.4351 0.9206 0.2343
H: 4.0772 1.0299 -1.4506
H: 6.2105 -1.3302 -0.8721
H: 6.2092 0.0965 -1.8886
H: 8.3268 -0.6666 0.1354
H: 8.3958 -0.6667 -1.5994
H: 8.4134 1.6276 -1.6492
H: 9.5134 1.1824 -0.2671
H: 7.3228 2.1554 2.4994
H: 9.0375 2.2441 2.1036
H: 8.1845 0.6816 2.0089
H: 7.5755 4.2535 0.8195
H: 7.5963 3.8325 -0.8677
H: 9.0802 3.7240 0.0415
H: 4.6674 0.4370 2.1854
H: 5.0757 -1.1315 1.5868
H: 6.2714 -0.0913 2.1652
H: 4.7019 3.1491 0.4193

Calculated atomic charges, method Mulliken, unit e:
1 O -0.4010
2 H 0.4629
3 H 0.4531
4 H 0.4274
5 Br -0.9482
6 N -0.2523
7 S 1.0949
8 O -0.5865
9 O -0.5433
10 F -0.3110
11 S 1.0926
12 O -0.5784
13 O -0.5910
14 F -0.3183
15 C -0.8314
16 C -0.3111
17 O -0.5174
18 H 0.2487
19 H 0.3043
20 H 0.2574
21 H 0.2922
22 H 0.2488
23 H 0.3078
24 C -1.8729
25 C 1.5066
26 C -1.2954
27 C -0.6443
28 C -1.2560
29 C 1.2940
30 N 0.2721
31 O -0.4141
32 C -1.5865
33 C -1.7083
34 C -1.5674
35 H 0.3680
36 H 0.4258
37 H 0.3947
38 H 0.4273
39 H 0.4350
40 H 0.3881
41 H 0.2638
42 H 0.4507
43 H 0.4982
44 H 0.2896
45 H 0.4003
46 H 0.4267
47 H 0.3596
48 H 0.3689
49 H 0.4103
50 H 0.2472
51 H 0.3314
52 H 0.4676
53 H 0.3187
54 C -2.1253
55 C 1.7849
56 C -1.1287
57 C -0.8650
58 C -1.0039
59 C 1.4917
60 N 0.1807
61 O -0.5019
62 C -1.7720
63 C -1.9124
64 C -1.6454
65 H 0.4054
66 H 0.5044
67 H 0.4246
68 H 0.4110
69 H 0.3998
70 H 0.3704
71 H 0.3904
72 H 0.3920
73 H 0.3770
74 H 0.3764
75 H 0.4594
76 H 0.3151
77 H 0.3774
78 H 0.4782
79 H 0.3976
80 H 0.3811
81 H 0.4213
82 H 0.2729
83 H 0.3427